Record 1
Density functional theory data (ωB97M-V with the def2-TZVPD basis set) for a 2-piece molecular cluster, C5H8N overall at a distorted geometry.

Structure (XYZ):
```
14
Properties=species:S:1:pos:R:3:mulliken_charge:R:1
H 1.41 1.35 -1.32 0.344
C -1.79 0.21 1.71 -0.572
H 1.01 -0.70 0.77 0.375
C 1.82 0.42 -1.00 -1.221
C 0.80 -0.26 -0.21 0.393
H 2.81 0.51 -0.54 0.330
C -2.32 0.56 2.69 0.356
H 1.89 -0.25 -1.81 0.344
N -0.49 0.17 -0.09 -0.196
H -0.73 -1.92 -0.55 0.311
H -0.46 -0.67 -1.91 0.282
H -2.71 0.67 3.67 0.422
H -0.89 0.94 -0.55 0.320
C -0.35 -1.01 -0.86 -0.490
```

The net charge is +1. As for the HOMO-LUMO gap (alpha / beta): 8.06 / 8.07 eV.

Record 2
Density functional theory data (ωB97M-V with the def2-TZVPD basis set) for one molecule with the formula C6H12O at a distorted geometry.

Structure (XYZ):
```
19
Properties=species:S:1:pos:R:3:mulliken_charge:R:1
H -0.79 -2.15 1.24 0.307
C 2.38 -0.03 -1.77 -0.779
H 2.14 0.67 -2.55 0.241
C -0.84 -0.08 0.84 0.565
H -0.31 0.00 1.79 0.308
H -2.74 -0.23 1.72 0.431
H 3.12 -0.80 -1.95 0.273
H 0.16 -1.69 -0.26 0.408
C 0.87 1.22 -0.31 -0.652
H 1.24 1.83 0.52 0.257
H 2.05 -0.60 0.20 0.470
C -2.23 0.42 1.02 -1.563
H -2.20 1.47 1.33 0.353
O -0.43 0.86 -0.10 -0.322
H -1.54 -1.76 -0.34 0.317
C 1.80 0.09 -0.59 -0.017
H 0.73 1.88 -1.17 0.306
H -2.71 0.40 0.04 0.351
C -0.74 -1.51 0.35 -1.252
```

Its SMILES is C=CCOC(C)C. The net charge is 0. As for the HOMO-LUMO gap: 10.79 eV.

Record 3
Density functional theory data (ωB97M-V with the def2-TZVPD basis set) for one molecule with the formula C3H2N2O2 at a distorted geometry.

Structure (XYZ):
```
9
Properties=species:S:1:pos:R:3:mulliken_charge:R:1
N -1.29 0.38 0.40 -0.294
C 1.00 0.65 0.93 0.160
N -0.14 -0.99 -1.10 -0.115
O 1.22 1.42 0.04 -0.442
H 1.73 0.25 1.65 0.354
H -2.05 -0.12 -1.41 0.377
O -0.20 0.08 1.24 -0.163
C 0.94 -1.47 -1.04 0.001
C -1.21 -0.21 -0.72 0.122
```

The net charge is 0. As for the HOMO-LUMO gap: 10.93 eV.